(1)
Below is a cluster of 2 separate species, C8H5F2N2O3 in total, with properties calculated with wB97M-V/def2-TZVPD.

```
! wB97M-V def2-TZVPD RIJCOSX def2/J DEFGRID3
* xyz 1 1
C 1.545 1.504 1.828
C 2.441 1.242 0.828
C 0.858 -0.501 -0.105
C 0.206 0.960 1.793
C 2.080 0.374 -0.217
C -0.100 0.022 0.851
C -2.473 -0.424 -2.066
C -2.327 -2.512 -1.414
N -3.059 -1.578 -1.646
N 0.508 -1.337 -0.969
O -1.691 -3.441 -1.261
O -1.300 -0.142 -1.943
O -0.841 1.429 2.567
F 2.983 0.101 -1.114
F -1.386 -0.372 0.638
H 1.781 2.194 2.749
H 3.587 1.555 0.733
H 1.087 -1.545 -1.725
H -3.204 0.267 -2.545
H -0.694 2.206 3.018
*
```

The calculation puts the HOMO energy at -13.73 eV. The electronic energy is -22923.4815 eV. The calculation puts the molecular weight at 215.14 g mol⁻¹. Its LUMO energy is -7.33 eV. The gap between HOMO and LUMO is 6.397 eV.



(2)
Below is an isolated molecule of C8H5F3N4, with properties calculated with wB97M-V/def2-TZVPD.

```
! wB97M-V def2-TZVPD RIJCOSX def2/J DEFGRID3
* xyz 0 1
C -1.876 -3.135 1.063
C 0.667 2.654 -2.185
C 0.185 1.399 -2.543
C 0.924 2.922 -0.804
C -0.056 0.459 -1.640
C 0.750 1.909 0.115
C 0.221 0.712 -0.318
C 0.047 -2.354 2.528
N -2.394 -3.964 0.493
N 0.123 -0.302 0.634
N -0.879 -1.105 0.543
N -0.940 -2.068 1.483
F -0.676 -3.079 3.368
F 0.347 -1.237 3.143
F 1.132 -3.022 2.183
H 0.779 3.305 -3.106
H -0.194 1.281 -3.669
H 1.425 3.971 -0.594
H -0.651 -0.296 -1.872
H 1.066 1.950 1.180
*
```

The calculation puts the HOMO energy at -9.22 eV. The calculation puts the energy relative to the best compared isomer or geometry (same formula, charge and spin) at 5.1 kcal per mole. The electronic energy is -22485.9196 eV. The calculation puts the molecular weight at 214.15 g mol⁻¹. Its LUMO energy is -0.37 eV. The gap between HOMO and LUMO is 8.857 eV.



(3)
Below is an isolated molecule of C8H5FN4, with properties calculated with wB97M-V/def2-TZVPD.

```
! wB97M-V def2-TZVPD RIJCOSX def2/J DEFGRID3
* xyz 0 1
C 0.801 2.873 0.601
C 1.802 1.808 0.626
C 1.321 0.576 0.335
C -0.001 0.280 0.151
C -0.897 1.266 0.249
C -0.541 2.571 0.541
C -0.349 -1.095 -0.314
C -1.021 -3.629 -0.683
H 2.848 2.103 0.931
H 2.158 -0.246 0.443
H -1.950 0.948 0.098
H -1.188 3.353 1.038
H -1.374 -4.692 -0.926
N 0.623 -2.089 -0.414
N 0.285 -3.366 -0.717
N -1.990 -2.646 -0.658
N -1.581 -1.421 -0.521
F 1.272 4.143 0.617
*
```

The calculation puts the HOMO energy at -9.28 eV. The calculation puts the energy relative to the best compared isomer or geometry (same formula, charge and spin) at 35.0 kcal per mole. The electronic energy is -17051.3123 eV. The calculation puts the molecular weight at 176.15 g mol⁻¹. Its LUMO energy is -0.89 eV. The gap between HOMO and LUMO is 8.384 eV.



(4)
Below is a cluster of 26 separate species, C8H64F5N2O32P2S in total, with properties calculated with wB97M-V/def2-TZVPD.

```
! wB97M-V def2-TZVPD RIJCOSX def2/J DEFGRID3
* xyz -1 1
C -3.465 -4.925 0.082
C -3.083 -4.046 1.299
P -2.547 -2.328 0.897
C -3.309 -1.983 -0.766
C -0.652 -2.234 0.701
C -0.153 -3.491 1.521
O -0.381 -3.407 2.745
O 0.397 -4.408 0.899
N -0.237 -0.937 1.293
C -1.000 0.256 0.821
N -1.933 0.762 1.822
S 1.353 -0.589 1.178
O 1.752 0.001 -0.069
O 2.226 -1.672 1.484
C 1.805 0.704 2.450
F 1.406 1.932 2.084
F 3.136 0.712 2.417
C 1.423 0.339 3.915
F 1.351 1.516 4.621
F 0.259 -0.240 4.019
F 2.351 -0.369 4.499
P -0.076 -2.478 -1.049
O 1.367 -2.663 -1.188
O -0.515 -1.233 -2.000
O -0.779 -3.797 -1.709
H -4.372 -4.526 -0.367
H -3.698 -5.920 0.459
H -2.643 -5.046 -0.618
H -2.428 -4.611 1.956
H -4.011 -3.929 1.850
H -4.340 -2.327 -0.687
H -2.853 -2.531 -1.580
H -3.351 -0.909 -0.927
H -0.313 1.084 0.641
H -1.468 0.102 -0.139
H -2.837 0.946 1.413
H -1.557 1.585 2.269
H -1.177 -1.541 -2.638
H -1.245 -3.559 -2.519
O 4.981 -0.987 -0.253
H 4.169 -1.354 0.123
H 4.694 -0.166 -0.663
O 2.970 4.282 1.507
H 2.281 4.750 1.987
H 2.707 3.356 1.562
O -3.899 -2.012 -3.844
H -4.531 -2.419 -4.443
H -4.119 -1.080 -3.881
O -6.252 -1.059 -4.821
H -7.041 -1.443 -4.426
H -6.568 -0.262 -5.260
O -3.620 -3.269 -6.578
H -2.982 -3.931 -6.293
H -3.253 -2.917 -7.394
O 3.834 -4.084 -2.893
H 2.985 -4.021 -2.430
H 4.287 -3.273 -2.643
O -0.836 -0.900 -4.752
H -0.873 -0.202 -5.410
H -0.021 -0.714 -4.252
O -2.766 1.982 -0.637
H -2.667 2.821 -0.177
H -3.285 2.198 -1.419
O 1.639 -1.701 -5.618
H 2.087 -2.213 -4.933
H 1.036 -2.334 -6.018
O 7.939 -1.167 1.231
H 7.112 -1.124 0.733
H 8.416 -1.898 0.827
O -4.838 -5.944 2.695
H -5.217 -5.817 3.571
H -5.157 -6.810 2.421
O 2.027 0.100 -3.380
H 2.658 -0.587 -3.139
H 2.399 0.501 -4.177
O -1.055 -6.727 2.529
H -0.418 -7.430 2.678
H -0.718 -6.270 1.742
O 2.937 2.404 -4.487
H 3.104 2.335 -3.539
H 2.845 3.348 -4.644
O 2.910 5.956 3.967
H 3.557 5.291 4.236
H 3.285 6.329 3.159
O -6.620 -3.865 -5.423
H -7.178 -3.745 -6.197
H -5.812 -4.256 -5.774
O -5.037 2.096 1.097
H -5.417 2.700 0.454
H -5.605 2.164 1.877
O 0.904 3.886 6.099
H 1.055 3.083 5.585
H 0.033 4.182 5.815
O 5.257 4.180 -0.418
H 4.395 4.239 0.015
H 5.691 5.007 -0.195
O 4.073 8.802 4.380
H 3.372 9.258 4.854
H 3.818 7.872 4.422
O -5.344 1.359 3.971
H -5.989 0.852 4.472
H -4.607 0.748 3.839
O -0.714 4.871 3.310
H 0.227 4.982 3.494
H -1.117 5.674 3.654
O 10.100 0.656 2.459
H 10.532 0.154 3.154
H 9.475 0.030 2.066
O -2.244 2.373 -4.443
H -1.598 1.683 -4.242
H -1.913 2.780 -5.248
O 6.760 10.790 4.348
H 6.085 10.104 4.262
H 6.276 11.556 4.669
*
```

The calculation puts the HOMO energy at -4.80 eV. The calculation puts the energy relative to the best compared isomer or geometry (same formula, charge and spin) at 27.5 kcal per mole. The electronic energy is -120838.2925 eV. The calculation puts the molecular weight at 889.59 g mol⁻¹. Its LUMO energy is 1.45 eV. The gap between HOMO and LUMO is 6.258 eV.



(5)
Below is the ion C8H6BrN2 with charge +1, with properties calculated with wB97M-V/def2-TZVPD.

```
! wB97M-V def2-TZVPD RIJCOSX def2/J DEFGRID3
* xyz 1 1
C 1.746 0.851 0.981
C 1.043 1.677 0.075
C 1.342 -0.436 1.260
C -0.127 1.266 -0.403
C 0.187 -0.873 0.625
C -0.687 0.016 -0.215
C -1.380 -2.602 0.166
C -2.190 -1.799 -0.777
N -0.432 -2.079 0.753
N -1.878 -0.391 -0.624
Br -3.370 0.430 0.382
H 2.617 1.211 1.340
H 1.470 2.600 -0.173
H 1.981 -1.050 1.695
H -0.558 1.809 -1.129
H -1.858 -2.141 -1.756
H -3.238 -1.950 -0.689
*
```

The calculation puts the HOMO energy (spin up / spin down) at -13.27 / -13.27 eV. The electronic energy is -81403.9736 eV. The calculation puts the molecular weight at 210.05 g mol⁻¹. Its LUMO energy (spin up / spin down) is -6.79 / -6.79 eV. The gap between HOMO and LUMO (spin up / spin down) is 6.479 / 6.482 eV.



(6)
Below is a cluster of 2 separate species, C8H6BrN3O in total, with properties calculated with wB97M-V/def2-TZVPD.

```
! wB97M-V def2-TZVPD RIJCOSX def2/J DEFGRID3
* xyz 0 1
C 1.783 -0.831 2.425
C -2.073 0.075 -1.281
C 1.365 0.492 2.664
C 1.327 -1.448 1.246
C -2.196 -1.021 -2.078
C -0.801 0.566 -1.740
C 0.662 0.499 0.632
C -0.008 1.671 -1.213
N 0.825 1.221 1.716
N 0.750 -0.732 0.312
N -0.332 -0.147 -2.703
O -1.208 -1.143 -2.911
Br -0.801 3.296 -0.697
H 2.163 -1.370 3.199
H -2.634 0.172 -0.360
H 1.762 1.151 3.424
H 1.379 -2.432 1.039
H -2.860 -1.903 -2.038
H 0.897 1.885 -1.636
*
```

The calculation puts the HOMO energy at -8.45 eV. The calculation puts the energy relative to the best compared isomer or geometry (same formula, charge and spin) at 54.7 kcal per mole. The electronic energy is -84948.3523 eV. The calculation puts the molecular weight at 240.06 g mol⁻¹. Its LUMO energy is 0.23 eV. The gap between HOMO and LUMO is 8.685 eV.



(7)
Below is the ion C8H6BrO3 with charge -1, with properties calculated with wB97M-V/def2-TZVPD.

```
! wB97M-V def2-TZVPD RIJCOSX def2/J DEFGRID3
* xyz -1 1
C -2.130 -0.583 0.397
C -1.495 0.103 1.365
C -1.528 -0.766 -0.897
C -0.286 0.866 1.139
C -0.139 -0.393 -1.032
C 0.596 0.242 0.011
C 2.760 -0.708 -1.193
C 1.933 0.046 -0.119
O 2.676 -0.337 -2.367
O 3.344 -1.698 -0.726
O -0.707 2.237 0.649
Br 3.080 0.810 1.327
H -3.050 -1.099 0.564
H -2.023 0.260 2.216
H -2.192 -1.146 -1.655
H 0.412 0.874 2.039
H 0.275 -0.702 -1.915
H -1.522 1.993 0.197
*
```

The calculation puts the HOMO energy (spin up / spin down) at -4.62 / -4.62 eV. The calculation puts the energy relative to the best compared isomer or geometry (same formula, charge and spin) at 36.3 kcal per mole. The electronic energy is -84577.7359 eV. The calculation puts the molecular weight at 230.04 g mol⁻¹. Its LUMO energy (spin up / spin down) is 2.94 / 2.94 eV. The gap between HOMO and LUMO (spin up / spin down) is 7.561 / 7.560 eV.



(8)
Below is a structure of composition C8H6Cl2MnN2O3Ti, with properties calculated with wB97M-V/def2-TZVPD.

```
! wB97M-V def2-TZVPD RIJCOSX def2/J DEFGRID3
* xyz 4 6
Ti -0.287 -1.399 -3.448
Mn -0.237 -0.853 -0.865
Cl -2.115 -0.797 -2.166
Cl 1.577 -0.898 -2.387
C -0.786 -2.173 0.281
C -0.220 -0.336 -5.117
C 0.107 -2.336 -5.111
O -1.412 -2.570 1.177
O -0.107 0.343 -6.076
O 0.448 -2.975 -6.043
N 1.309 -0.922 2.569
C 0.666 0.240 2.330
C 0.635 1.261 3.301
C -0.030 2.445 3.013
C -0.678 2.548 1.786
C -0.626 1.501 0.875
N 0.065 0.365 1.119
H 1.188 -1.699 1.932
H 1.759 -1.093 3.456
H 1.167 1.103 4.233
H -0.061 3.274 3.716
H -1.248 3.430 1.517
H -1.114 1.541 -0.093
*
```

The calculation puts the HOMO energy (spin up / spin down) at -23.60 / -24.67 eV. The calculation puts the energy relative to the best compared isomer or geometry (same formula, charge and spin) at 0.0 kcal per mole. The electronic energy is -96945.6762 eV. The calculation puts the molecular weight at 351.86 g mol⁻¹. Its LUMO energy (spin up / spin down) is -18.11 / -17.84 eV. The gap between HOMO and LUMO (spin up / spin down) is 5.486 / 6.831 eV.



(9)
Below is a structure of composition C8H6Cl2NO4PtSbSe4, with properties calculated with wB97M-V/def2-TZVPD.

```
! wB97M-V def2-TZVPD RIJCOSX def2/J DEFGRID3
* xyz -2 3
Pt -0.129 -0.912 -0.182
O -3.465 1.362 -0.731
C -2.218 0.828 -0.675
O -2.138 -0.408 -0.332
C -1.091 1.611 -0.964
C -0.974 3.007 -1.190
C 0.275 3.567 -1.244
C 1.438 2.776 -1.079
C 1.274 1.418 -0.899
N 0.067 0.873 -0.892
C 2.360 0.391 -0.573
O 3.538 0.704 -0.641
O 1.915 -0.768 -0.188
H -4.059 0.629 -0.527
H -1.875 3.602 -1.258
H 0.380 4.635 -1.390
H 2.430 3.201 -1.063
Cl 0.007 0.858 2.405
C 0.269 -0.615 3.347
Cl 0.398 -0.269 5.079
H 1.192 -1.076 3.015
H -0.578 -1.270 3.190
Se 0.704 -4.078 -3.017
Sb 0.249 -4.775 -0.705
Se -0.552 -2.944 0.902
Se -1.582 -6.439 -0.764
Se 2.164 -5.908 0.376
*
```

The calculation puts the HOMO energy (spin up / spin down) at -1.40 / -1.55 eV. The calculation puts the energy relative to the best compared isomer or geometry (same formula, charge and spin) at 33.1 kcal per mole. The electronic energy is -314291.2705 eV. The calculation puts the molecular weight at 883.72 g mol⁻¹. Its LUMO energy (spin up / spin down) is 4.22 / 3.19 eV. The gap between HOMO and LUMO (spin up / spin down) is 5.617 / 4.736 eV.



(10)
Below is an isolated molecule of C8H6Cl2O, with properties calculated with wB97M-V/def2-TZVPD.

```
! wB97M-V def2-TZVPD RIJCOSX def2/J DEFGRID3
* xyz 0 1
C -0.134 1.702 0.190
C -0.475 0.809 1.124
C -0.803 -0.381 -1.374
C 0.175 0.403 -1.641
C 0.884 1.357 -0.809
C -1.013 -1.100 -0.157
C 0.013 -0.643 0.939
C 1.453 -0.626 0.520
O 1.910 1.967 -0.920
Cl 1.866 -2.029 -0.434
Cl 2.619 0.071 1.488
H -0.618 2.678 -0.001
H -1.394 0.852 1.722
H -1.399 -0.575 -2.301
H -2.069 -1.085 0.267
H -0.889 -2.146 -0.428
H -0.126 -1.254 1.816
*
```

The calculation puts the HOMO energy (spin up / spin down) at -8.83 / -8.36 eV. The calculation puts the energy relative to the best compared isomer or geometry (same formula, charge and spin) at 114.8 kcal per mole. The electronic energy is -35479.6395 eV. The calculation puts the molecular weight at 189.04 g mol⁻¹. Its LUMO energy (spin up / spin down) is -0.90 / -0.96 eV. The gap between HOMO and LUMO (spin up / spin down) is 7.934 / 7.403 eV.